DFT (ωB97M-V/def2-TZVPD) results for a molecular structure, C31H33GaN4O3P.

For the LUMO energy, the calculation gives -2.508 eV. The energy relative to the best compared isomer or geometry (same formula, charge and spin) is 0.00 kcal/mol. The value obtained for the total energy is -3911.87330 hartree. For the HOMO-LUMO gap, the calculation gives 7.41 eV. Its net charge is +1.

CARTESIAN COORDINATES (ANGSTROEM)
1 Ga -0.35 -0.24 0.37
2 C -1.07 2.82 4.44
3 C -1.44 2.15 3.26
4 N -0.81 1.10 2.79
5 C 0.23 0.60 3.50
6 C 0.70 1.23 4.68
7 C 0.01 2.37 5.14
8 C 1.83 0.70 5.35
9 C 2.45 -0.41 4.85
10 C 1.96 -1.06 3.69
11 C 0.85 -0.59 3.02
12 N 0.27 -1.22 1.92
13 C -0.29 -2.48 2.04
14 C 0.08 -3.49 2.90
15 C -0.61 -4.72 2.93
16 C -1.67 -4.97 2.10
17 C -2.10 -3.96 1.21
18 C -3.20 -4.11 0.35
19 C -3.58 -3.07 -0.46
20 C -2.85 -1.88 -0.42
21 N -1.81 -1.72 0.38
22 C -1.41 -2.73 1.19
23 H -1.65 3.68 4.77
24 H -2.31 2.49 2.70
25 H 0.34 2.86 6.04
26 H 2.19 1.18 6.25
27 H 3.32 -0.82 5.34
28 H 2.49 -1.92 3.32
29 H 0.90 -3.35 3.59
30 H -0.28 -5.48 3.62
31 H -2.19 -5.92 2.12
32 H -3.75 -5.04 0.34
33 H -4.43 -3.15 -1.13
34 H -3.12 -1.04 -1.04
35 C 0.98 2.63 -5.94
36 C 0.23 1.62 -5.12
37 C -0.65 2.02 -4.21
38 C -0.76 0.38 -2.58
39 C -2.23 1.51 -1.10
40 C 0.20 -0.56 -3.02
41 C 0.83 -1.39 -2.10
42 O 0.75 -1.38 -0.84
43 C 0.47 -0.77 -4.46
44 C 0.83 -2.17 -4.90
45 C 0.48 0.21 -5.38
46 H 0.68 3.65 -5.71
47 H 0.80 2.45 -7.01
48 H 2.06 2.54 -5.78
49 H -0.89 3.05 -3.99
50 H -2.03 2.49 -1.52
51 H -1.99 2.36 0.64
52 H -3.17 1.14 -1.54
53 H 1.51 -2.15 -2.50
54 H 1.83 -2.46 -4.58
55 H 0.81 -2.24 -5.99
56 H 0.13 -2.90 -4.50
57 H 0.73 -0.05 -6.40
58 C 0.61 3.24 -0.02
59 P 1.37 1.60 0.29
60 C 2.45 1.38 -1.15
61 C 2.54 1.95 1.64
62 H 1.39 3.99 -0.17
63 H 0.01 3.53 0.84
64 H -0.01 3.20 -0.91
65 H 3.16 2.21 -1.20
66 H 1.86 1.34 -2.07
67 H 3.00 0.45 -1.05
68 H 3.28 2.68 1.29
69 H 3.04 1.04 1.95
70 H 2.01 2.37 2.50
71 O -1.45 1.10 -3.50
72 N -1.14 0.57 -1.34
73 O -2.40 1.56 0.30